C46H51N5O5S3SbSc | wB97M-V/def2-TZVPD

Last column: Löwdin charge in e.
Element x y z (Å)
Sc: 0.384 -0.024 0.215  0.889
C: 0.774 -6.976 -3.955  -0.065
C: 0.263 -6.196 -2.772  -0.278
C: -0.119 -6.844 -1.597  -0.057
C: -0.542 -6.125 -0.491  -0.059
C: -0.589 -4.740 -0.559  -0.251
C: -0.240 -4.084 -1.724  -0.024
C: 0.192 -4.810 -2.824  -0.012
S: -1.064 -3.802 0.874  0.556
O: -2.358 -4.329 1.281  -0.336
O: -0.001 -3.951 1.839  -0.331
N: -1.096 -2.288 0.409  -0.152
C: -2.221 -1.637 0.016  -0.392
C: -3.480 -2.177 -0.340  -0.009
C: -4.493 -1.315 -0.682  -0.089
C: -4.284 0.067 -0.674  -0.089
C: -3.024 0.514 -0.343  -0.144
N: -2.021 -0.307 -0.034  0.037
H: 0.544 -8.038 -3.860  0.063
H: 1.858 -6.873 -4.046  0.078
H: 0.336 -6.611 -4.886  0.072
H: -0.071 -7.927 -1.548  0.099
H: -0.825 -6.630 0.425  0.112
H: -0.300 -3.006 -1.755  0.089
H: 0.494 -4.274 -3.718  0.113
H: -3.630 -3.244 -0.318  0.093
H: -5.461 -1.718 -0.958  0.095
H: -5.068 0.768 -0.924  0.086
H: -2.780 1.571 -0.326  0.109
C: 8.382 0.836 0.147  -0.071
C: 7.074 0.099 0.267  -0.292
C: 5.936 0.549 -0.390  -0.030
C: 4.729 -0.132 -0.290  -0.047
C: 4.653 -1.276 0.481  -0.253
C: 5.783 -1.750 1.137  -0.055
C: 6.981 -1.063 1.032  -0.060
S: 3.110 -2.153 0.723  0.561
O: 3.457 -3.547 0.540  -0.313
O: 2.677 -1.781 2.053  -0.396
N: 2.075 -1.581 -0.332  -0.181
C: 2.298 -1.845 -1.698  -0.272
C: 3.383 -2.541 -2.243  -0.058
C: 3.500 -2.707 -3.620  -0.124
C: 2.541 -2.209 -4.479  -0.100
C: 1.420 -1.526 -3.972  -0.210
C: 0.370 -1.050 -4.813  -0.089
C: -0.744 -0.465 -4.197  -0.127
C: -0.778 -0.301 -2.836  -0.202
N: 0.232 -0.671 -1.988  -0.048
C: 1.310 -1.328 -2.568  -0.214
H: 8.239 1.811 -0.320  0.066
H: 9.098 0.278 -0.464  0.072
H: 8.842 0.994 1.125  0.070
H: 5.981 1.454 -0.988  0.110
H: 3.847 0.243 -0.788  0.099
H: 5.712 -2.656 1.726  0.112
H: 7.859 -1.431 1.555  0.102
H: 4.126 -2.986 -1.600  0.086
H: 4.354 -3.250 -4.012  0.084
H: 2.622 -2.352 -5.552  0.088
H: 0.427 -1.197 -5.885  0.075
H: -1.593 -0.126 -4.779  0.083
H: -1.626 0.186 -2.379  0.080
S: -1.724 4.198 1.477  0.944
C: -2.077 3.126 2.765  -0.449
C: -1.492 1.910 2.579  -0.240
C: -0.712 1.757 1.374  -0.222
C: -0.796 2.943 0.688  -0.557
C: -0.195 3.160 -0.618  -0.303
C: -0.061 4.422 -1.209  -0.050
C: 0.573 4.525 -2.430  -0.089
C: 1.070 3.380 -3.034  -0.062
C: 0.889 2.169 -2.388  -0.105
N: 0.255 2.052 -1.223  0.082
H: -2.700 3.444 3.589  0.048
H: -1.643 1.123 3.306  0.037
H: -0.430 5.301 -0.697  0.083
H: 0.690 5.495 -2.902  0.095
H: 1.585 3.411 -3.984  0.095
H: 1.266 1.250 -2.817  0.110
C: 1.257 -2.701 5.882  -0.197
C: 0.883 -2.873 4.415  -0.420
Sb: 0.064 -1.167 3.386  1.503
C: 0.631 0.356 4.842  -0.434
C: -0.219 0.637 6.075  -0.197
C: -2.016 -1.585 3.847  -0.413
C: -2.422 -2.027 5.249  -0.189
H: 1.698 -3.619 6.285  0.057
H: 0.390 -2.458 6.502  0.042
H: 1.990 -1.904 6.029  0.052
H: 0.137 -3.657 4.282  0.037
H: 1.745 -3.169 3.817  0.031
H: 0.732 1.265 4.246  0.017
H: 1.649 0.082 5.135  0.038
H: -1.220 0.979 5.796  0.054
H: 0.227 1.423 6.694  0.057
H: -0.343 -0.246 6.704  0.039
H: -2.234 -2.392 3.143  0.023
H: -2.607 -0.730 3.508  0.034
H: -1.833 -2.888 5.576  0.052
H: -3.475 -2.333 5.275  0.058
H: -2.293 -1.242 5.993  0.039
C: 3.074 3.464 0.440  -0.137
O: 2.714 2.191 -0.032  -0.259
C: 2.160 1.259 0.883  -0.288
C: 2.736 1.420 2.257  -0.158
H: 3.393 4.048 -0.428  0.081
H: 3.896 3.437 1.164  0.073
H: 2.221 3.974 0.908  0.086
H: 3.840 1.418 2.257  0.075
H: 2.432 0.576 2.871  0.010
H: 2.416 2.341 2.776  0.070

Its orbital gap (alpha / beta) is 3.70 / 4.23 eV. The value obtained for the HOMO energy (alpha / beta) is 0.21 / -0.30 eV. The net charge is -2.

---

C46H52F7O11P2 | wB97M-V/def2-TZVPD

Last column: Löwdin charge in e.
Element x y z (Å)
C: 3.732 -2.042 3.686  -0.112
C: 2.611 -0.972 3.581  -0.242
C: 1.739 -1.178 2.332  -0.184
C: 0.250 -0.783 2.572  -0.324
O: -0.579 -1.710 3.117  -0.412
P: -1.591 -2.993 2.470  0.668
C: -0.924 -2.639 0.710  -0.208
C: -1.339 -3.398 -0.540  -0.264
O: -0.297 -4.359 -0.886  -0.099
C: -2.980 -1.621 2.184  -0.282
O: -4.173 -1.804 2.964  -0.294
C: -5.278 -1.080 2.466  -0.232
C: -5.866 -0.117 3.526  -0.211
C: -5.306 -0.350 4.933  -0.110
C: -0.121 -4.184 2.862  -0.251
O: -0.456 -5.279 3.718  -0.190
C: 0.664 -6.005 4.122  -0.254
O: 0.293 -7.356 4.184  -0.099
C: -0.076 -7.852 2.920  -0.184
C: -1.504 -8.465 2.922  -0.207
O: -2.017 -8.554 4.242  -0.070
P: -2.273 -2.921 4.706  0.939
C: -2.744 -4.490 5.536  -0.329
O: -0.775 -2.677 5.550  -0.386
C: -2.749 -4.435 1.933  -0.368
F: -3.148 -5.329 2.957  -0.002
F: -1.976 -5.371 1.268  0.026
C: -4.127 -4.294 1.211  -0.316
F: -4.162 -5.372 0.332  0.075
F: -4.365 -3.281 0.373  0.120
C: -5.431 -4.604 2.049  -0.599
F: -5.473 -4.151 3.276  0.186
F: -6.449 -4.046 1.383  0.146
F: -5.705 -5.878 2.075  0.193
H: 3.529 -2.911 3.064  0.057
H: 3.854 -2.369 4.715  0.058
H: 4.698 -1.641 3.384  0.055
H: 3.130 -0.022 3.508  0.093
H: 2.017 -1.045 4.487  0.100
H: 1.826 -2.222 2.034  0.079
H: 2.140 -0.590 1.508  0.106
H: -0.029 -0.189 1.688  0.100
H: 0.372 0.031 3.311  0.116
H: -1.171 -1.608 0.472  0.057
H: 0.155 -2.743 0.721  0.079
H: -1.345 -2.735 -1.414  0.103
H: -2.261 -3.973 -0.617  0.088
H: -0.703 -5.110 -1.330  0.072
H: -3.188 -1.455 1.121  0.063
H: -2.576 -0.667 2.534  0.097
H: -6.036 -1.771 2.094  0.099
H: -5.001 -0.465 1.608  0.106
H: -6.945 -0.266 3.562  0.094
H: -5.685 0.905 3.208  0.091
H: -5.547 0.529 5.530  0.061
H: -4.227 -0.439 4.944  0.041
H: -5.767 -1.237 5.354  0.072
H: 0.682 -3.629 3.340  0.082
H: 0.322 -4.578 1.931  0.091
H: 0.972 -5.714 5.126  0.140
H: 1.477 -5.898 3.392  0.130
H: 0.620 -8.667 2.688  0.113
H: 0.017 -7.122 2.119  0.113
H: -1.483 -9.483 2.554  0.105
H: -2.189 -7.845 2.346  0.102
H: -2.340 -7.685 4.507  0.072
H: -2.224 -5.426 5.334  0.012
H: -3.806 -4.683 5.376  0.012
H: -2.663 -4.326 6.613  0.019
H: -1.080 -2.332 6.398  0.006
C: 1.424 4.577 -3.009  -0.056
C: 0.712 5.264 -3.988  -0.060
C: -0.585 4.891 -4.294  -0.007
C: -1.174 3.821 -3.632  -0.085
C: -0.452 3.117 -2.667  -0.080
C: 0.844 3.506 -2.351  0.001
C: -1.048 1.937 -1.979  -0.274
O: -0.422 1.329 -1.137  0.114
C: -2.426 1.520 -2.356  -0.077
C: -2.980 0.390 -1.768  0.010
C: -4.265 -0.004 -2.098  -0.044
C: -5.008 0.736 -3.013  -0.056
C: -4.459 1.860 -3.608  -0.008
C: -3.165 2.251 -3.289  -0.087
C: -2.577 3.442 -3.961  -0.279
O: -3.222 4.088 -4.762  0.095
H: 2.435 4.878 -2.767  0.098
H: 1.174 6.094 -4.508  0.102
H: -1.141 5.428 -5.051  0.117
H: 1.397 2.967 -1.594  0.122
H: -2.407 -0.185 -1.052  0.106
H: -4.691 -0.888 -1.640  0.108
H: -6.015 0.430 -3.265  0.106
H: -5.035 2.432 -4.322  0.117
C: 7.393 10.458 -3.444  -0.058
C: 6.156 10.174 -2.874  -0.057
C: 5.465 9.034 -3.246  -0.001
C: 6.002 8.178 -4.199  -0.081
C: 7.233 8.475 -4.788  -0.082
C: 7.929 9.612 -4.399  -0.003
C: 7.803 7.595 -5.845  -0.277
O: 8.875 7.851 -6.354  0.105
C: 7.024 6.399 -6.268  -0.083
C: 7.511 5.595 -7.290  -0.003
C: 6.803 4.472 -7.684  -0.056
C: 5.608 4.142 -7.052  -0.052
C: 5.115 4.943 -6.036  0.003
C: 5.815 6.077 -5.647  -0.081
C: 5.256 6.946 -4.576  -0.272
O: 4.212 6.660 -4.027  0.097
H: 7.935 11.346 -3.145  0.107
H: 5.733 10.843 -2.136  0.108
H: 4.506 8.809 -2.799  0.121
H: 8.888 9.835 -4.847  0.120
H: 8.441 5.849 -7.779  0.120
H: 7.182 3.850 -8.484  0.107
H: 5.060 3.260 -7.357  0.110
H: 4.184 4.689 -5.547  0.118

Its orbital gap is 3.44 eV. The value obtained for the HOMO energy is -3.66 eV. The net charge is -1.

---

C46H54FeN8S3 | wB97M-V/def2-TZVPD

Last column: Löwdin charge in e.
Element x y z (Å)
Fe: -1.788 -0.123 -1.063  0.902
C: -3.128 2.325 -3.278  -0.151
C: -1.613 2.293 -3.116  -0.164
N: -1.039 0.963 -2.780  -0.115
C: -0.945 0.013 -3.915  -0.153
C: -2.212 -0.813 -4.072  -0.153
N: -2.682 -1.302 -2.751  -0.099
C: -2.474 -2.769 -2.614  -0.182
C: -2.788 -3.308 -1.217  -0.156
C: -3.834 -2.507 -0.463  -0.176
N: -3.270 -1.258 0.121  -0.096
C: -4.351 -0.355 0.584  -0.163
C: -4.777 0.566 -0.542  -0.178
N: -3.592 1.306 -1.009  -0.109
C: -3.909 2.392 -1.978  -0.165
H: -3.476 1.493 -3.886  0.096
H: -3.379 3.222 -3.849  0.134
H: -1.319 2.974 -2.313  0.120
H: -1.140 2.648 -4.035  0.129
H: -0.089 1.136 -2.459  0.096
H: -0.111 -0.656 -3.704  0.094
H: -0.721 0.539 -4.846  0.140
H: -2.006 -1.656 -4.734  0.134
H: -3.005 -0.243 -4.548  0.112
H: -3.683 -1.137 -2.710  0.108
H: -1.431 -2.963 -2.859  0.097
H: -3.091 -3.274 -3.362  0.136
H: -1.876 -3.345 -0.620  0.083
H: -3.144 -4.333 -1.318  0.130
H: -4.266 -3.104 0.343  0.137
H: -4.667 -2.228 -1.112  0.124
H: -2.721 -1.531 0.935  0.100
H: -3.965 0.240 1.413  0.106
H: -5.201 -0.929 0.958  0.140
H: -5.559 1.242 -0.187  0.140
H: -5.201 0.007 -1.381  0.121
H: -3.184 1.752 -0.192  0.079
H: -3.713 3.350 -1.491  0.132
H: -4.977 2.372 -2.198  0.128
N: -0.311 -1.388 -0.921  -0.308
S: 1.168 -1.403 -0.936  0.807
N: 1.953 -0.020 -0.592  -0.358
S: 2.094 0.511 0.866  0.912
N: 0.899 0.331 1.847  -0.347
S: -0.502 1.132 1.632  0.808
N: -1.120 1.180 0.286  -0.328
C: -0.209 2.740 2.308  -0.352
C: -0.440 3.843 1.503  -0.064
C: -0.199 5.108 2.024  -0.043
C: 0.250 5.245 3.330  -0.034
C: 0.473 4.124 4.126  -0.037
C: 0.252 2.858 3.615  -0.068
C: -1.470 0.312 2.875  -0.328
C: -1.281 -1.041 3.128  -0.079
C: -2.156 -1.686 3.992  -0.043
C: -3.192 -0.982 4.594  -0.032
C: -3.360 0.374 4.341  -0.038
C: -2.501 1.030 3.472  -0.071
C: 3.428 -0.254 1.719  -0.340
C: 4.680 -0.154 1.116  -0.058
C: 5.756 -0.762 1.734  -0.031
C: 5.571 -1.458 2.926  -0.026
C: 4.314 -1.549 3.507  -0.036
C: 3.221 -0.940 2.906  -0.050
C: 2.562 2.191 0.626  -0.326
C: 3.070 2.864 1.733  -0.051
C: 3.392 4.203 1.598  -0.030
C: 3.210 4.842 0.376  -0.026
C: 2.702 4.153 -0.717  -0.038
C: 2.368 2.813 -0.599  -0.057
C: 1.870 -1.747 -2.526  -0.351
C: 2.694 -0.854 -3.197  -0.066
C: 3.121 -1.179 -4.479  -0.039
C: 2.733 -2.377 -5.062  -0.030
C: 1.920 -3.269 -4.370  -0.034
C: 1.480 -2.957 -3.096  -0.074
C: 1.839 -2.672 0.100  -0.329
C: 3.189 -2.992 0.008  -0.057
C: 3.694 -3.974 0.842  -0.036
C: 2.856 -4.620 1.746  -0.031
C: 1.508 -4.294 1.818  -0.041
C: 0.988 -3.313 0.986  -0.074
H: -0.801 3.706 0.492  0.099
H: -0.372 5.984 1.415  0.122
H: 0.421 6.232 3.738  0.125
H: 0.815 4.241 5.146  0.125
H: 0.422 1.979 4.226  0.128
H: -0.446 -1.566 2.684  0.085
H: -2.014 -2.736 4.215  0.120
H: -3.859 -1.487 5.279  0.125
H: -4.153 0.924 4.829  0.126
H: -2.623 2.089 3.278  0.127
H: 4.811 0.395 0.191  0.129
H: 6.742 -0.688 1.295  0.126
H: 6.419 -1.926 3.408  0.126
H: 4.182 -2.086 4.436  0.125
H: 2.237 -0.991 3.348  0.109
H: 3.223 2.352 2.675  0.131
H: 3.798 4.745 2.441  0.128
H: 3.479 5.885 0.273  0.127
H: 2.578 4.657 -1.666  0.121
H: 1.985 2.253 -1.440  0.094
H: 3.006 0.067 -2.727  0.101
H: 3.768 -0.499 -5.016  0.122
H: 3.078 -2.626 -6.057  0.125
H: 1.639 -4.211 -4.822  0.124
H: 0.861 -3.651 -2.541  0.120
H: 3.830 -2.494 -0.709  0.128
H: 4.739 -4.248 0.780  0.126
H: 3.255 -5.396 2.386  0.125
H: 0.860 -4.818 2.508  0.119
H: -0.063 -3.055 0.997  0.085

Its orbital gap (alpha / beta) is 9.43 / 8.14 eV. The expectation value of S² is 8.76. The value obtained for the HOMO energy (alpha / beta) is -16.25 / -16.28 eV. The spin multiplicity is 6. The net charge is +3.

---

C46H55BeFN4O4Se2Te | wB97M-V/def2-TZVPD

Last column: Löwdin charge in e.
Element x y z (Å)
Be: -0.688 0.123 1.505  -0.013
F: -5.679 3.647 0.180  0.056
C: -5.535 2.311 -0.008  -0.194
C: -4.270 1.774 -0.051  0.096
C: -4.104 0.407 -0.202  -0.060
C: -2.773 -0.181 -0.021  -0.276
O: -1.801 0.572 0.311  0.009
C: -2.628 -1.590 -0.080  -0.155
C: -3.839 -2.494 -0.072  -0.130
N: -5.040 -1.798 -0.547  0.021
C: -6.191 -2.601 -0.844  -0.305
C: -6.917 -2.365 -2.137  -0.090
C: -6.083 -3.600 -1.953  -0.062
C: -5.216 -0.451 -0.323  -0.138
C: -6.485 0.129 -0.269  0.061
C: -6.656 1.499 -0.096  -0.153
N: -7.989 1.986 0.026  -0.111
C: -8.309 3.363 -0.313  -0.135
C: -9.844 3.485 -0.343  -0.072
N: -10.410 2.107 -0.534  0.049
C: -10.188 1.263 0.699  -0.069
C: -8.758 1.539 1.180  -0.122
C: -0.215 -1.958 0.511  -0.623
O: 0.267 -2.804 -0.208  0.017
O: 0.403 -0.930 1.008  -0.015
H: -3.403 2.411 0.066  0.146
H: -3.697 -3.342 -0.746  0.151
H: -6.805 -2.884 0.005  0.129
H: -6.523 -1.594 -2.783  0.089
H: -7.995 -2.470 -2.135  0.101
H: -5.147 -3.635 -2.491  0.085
H: -6.580 -4.552 -1.828  0.109
H: -7.363 -0.495 -0.363  0.114
H: -7.885 3.592 -1.290  0.140
H: -7.923 4.097 0.399  0.129
H: -10.197 4.123 -1.149  0.136
H: -10.251 3.851 0.597  0.135
H: -9.891 1.663 -1.295  0.182
H: -11.397 2.136 -0.784  0.184
H: -10.333 0.228 0.398  0.134
H: -10.948 1.539 1.427  0.135
H: -8.323 0.636 1.597  0.134
H: -8.759 2.296 1.975  0.137
C: 2.590 0.360 -1.354  -0.412
Se: 2.139 1.974 -0.383  0.932
C: 2.648 1.346 1.390  -0.562
C: 2.004 2.262 2.407  -0.519
Se: 0.042 2.126 2.474  1.102
C: -0.141 1.504 4.308  -0.349
H: 2.008 -0.473 -0.964  -0.005
H: 3.656 0.163 -1.285  0.032
H: 2.331 0.540 -2.395  0.005
H: 3.732 1.371 1.499  0.076
H: 2.299 0.325 1.491  0.048
H: 2.215 3.306 2.176  0.056
H: 2.359 2.071 3.419  0.074
H: 0.249 2.267 4.976  0.031
H: 0.382 0.560 4.422  0.042
H: -1.199 1.345 4.489  0.024
C: 0.409 -6.810 -5.985  -0.045
C: 0.100 -5.601 -5.147  -0.259
C: 1.071 -5.002 -4.361  -0.009
C: 0.814 -3.876 -3.583  -0.289
C: 1.921 -3.364 -2.707  -0.070
C: -0.473 -3.325 -3.621  -0.349
Te: -0.886 -1.539 -2.553  1.743
N: -1.614 -2.033 0.841  0.084
C: -2.137 -1.539 2.089  -0.291
O: -1.515 -0.560 2.683  -0.033
C: -3.387 -2.016 2.367  -0.091
C: -4.224 -1.449 3.381  -0.024
C: -5.479 -1.901 3.579  -0.089
C: -5.977 -3.019 2.791  -0.097
C: -5.267 -3.566 1.798  -0.065
C: -3.917 -3.054 1.399  -0.153
C: -1.533 -0.409 -4.256  -0.356
C: -0.567 -0.028 -5.202  -0.285
C: 0.892 -0.403 -5.142  -0.062
C: -0.960 0.740 -6.295  -0.014
C: -2.268 1.155 -6.478  -0.262
C: -2.661 2.008 -7.652  -0.046
C: -3.205 0.771 -5.529  -0.021
C: -2.866 -0.002 -4.426  -0.304
C: -3.986 -0.384 -3.497  -0.081
C: -1.484 -3.926 -4.389  -0.285
C: -2.885 -3.390 -4.455  -0.070
C: -1.176 -5.054 -5.138  -0.015
H: 1.402 -7.200 -5.765  0.076
H: 0.372 -6.566 -7.048  0.085
H: -0.316 -7.606 -5.807  0.082
H: 2.069 -5.427 -4.340  0.119
H: 2.888 -3.685 -3.091  0.084
H: 1.802 -3.737 -1.688  0.078
H: 1.927 -2.280 -2.627  0.024
H: -3.814 -0.647 3.984  0.115
H: -6.105 -1.480 4.356  0.091
H: -6.941 -3.445 3.051  0.100
H: -5.658 -4.430 1.270  0.114
H: -3.217 -3.897 1.375  0.158
H: 1.170 -0.920 -4.229  0.003
H: 1.513 0.491 -5.219  0.088
H: 1.149 -1.056 -5.978  0.096
H: -0.207 1.024 -7.024  0.123
H: -1.884 2.010 -8.416  0.077
H: -2.824 3.042 -7.341  0.084
H: -3.586 1.653 -8.107  0.080
H: -4.241 1.075 -5.650  0.122
H: -4.547 0.497 -3.176  0.090
H: -3.637 -0.900 -2.606  0.013
H: -4.682 -1.053 -4.009  0.081
H: -3.203 -2.996 -3.488  0.026
H: -3.581 -4.175 -4.752  0.085
H: -2.964 -2.576 -5.180  0.088
H: -1.959 -5.517 -5.730  0.121

Its orbital gap (alpha / beta) is 5.65 / 4.44 eV. The expectation value of S² is 0.78. The value obtained for the HOMO energy (alpha / beta) is -8.68 / -8.28 eV. The spin multiplicity is 2. The net charge is +1.